# 1
52
Properties=species:S:1:pos:R:3 method="wB97M-V/def2-TZVPD" spin_multiplicity=5 e_above_lowest_kj_mol=141.1 charge=-1 e_homo_ha="-0.203 / -0.203" max_force_ev_per_a=1.77 gap_ev="8.0 / 8.0" s2=6.01
Fe 1.254 0.815 0.888
O 0.588 0.772 -1.250
N 1.543 0.530 -2.109
C 1.290 -0.297 -3.134
C 2.240 -0.576 -4.083
C 3.495 0.024 -3.977
C 3.746 0.863 -2.917
C 2.772 1.115 -1.942
S 3.049 2.085 -0.571
H 0.291 -0.709 -3.141
H 2.002 -1.249 -4.891
H 4.260 -0.171 -4.714
H 4.705 1.338 -2.788
N 1.292 -2.709 -0.276
N 1.855 -1.504 0.236
C 2.280 -1.578 1.669
O 2.237 -2.656 2.223
O 2.619 -0.437 2.073
H 1.368 -3.387 0.490
H 0.300 -2.542 -0.440
H 2.689 -1.289 -0.311
C -1.407 3.250 -0.012
C -1.950 2.162 -0.867
C -2.419 2.356 -2.142
C -2.817 1.220 -2.873
N -2.716 0.007 -2.390
C -2.254 -0.186 -1.141
S -2.076 -1.703 -0.508
N -1.959 0.917 -0.364
C -3.353 1.344 -4.264
H -1.617 4.223 -0.447
H -0.324 3.113 0.063
H -1.805 3.191 1.000
H -2.436 3.342 -2.576
H -1.549 0.773 0.567
H -4.075 2.156 -4.331
H -3.821 0.405 -4.546
H -2.540 1.553 -4.960
Cl 0.162 -4.400 5.638
C -0.151 -2.842 4.951
C -0.070 -1.714 5.751
C -0.352 -0.479 5.194
C -0.660 -0.369 3.845
C -0.707 -1.510 3.054
C -0.479 -2.757 3.610
C -0.926 0.988 3.233
O -1.566 1.829 3.843
O -0.449 1.160 2.044
H 0.216 -1.803 6.790
H -0.314 0.414 5.801
H -0.929 -1.428 1.998
H -0.530 -3.647 3.002

# 2
13
Properties=species:S:1:pos:R:3 method="wB97M-V/def2-TZVPD" e_above_lowest_kj_mol=401.5 e_homo_ha=-0.246 max_force_ev_per_a=0.43 gap_ev=7.8
C 0.961 2.081 0.800
N 0.579 0.897 0.346
C -0.503 0.577 -0.368
C -0.987 -0.815 -0.365
C -0.111 -1.965 -0.621
O -0.513 -1.651 0.706
H 0.243 2.888 0.716
H 1.900 2.150 1.327
H 1.149 0.079 0.568
H -1.131 1.406 -0.663
H -2.052 -0.923 -0.591
H -0.502 -2.900 -1.018
H 0.935 -1.753 -0.856

# 3
10
Properties=species:S:1:pos:R:3 method="wB97M-V/def2-TZVPD" e_above_lowest_kj_mol=63.5 e_homo_ha=-0.294 max_force_ev_per_a=5.57 gap_ev=7.9
C 0.385 -1.102 -0.141
C 0.462 -0.108 0.856
C -0.089 1.169 0.429
P -0.624 1.070 -1.271
C -0.254 -0.722 -1.312
H 0.896 -2.086 -0.096
H 0.330 -0.199 1.975
H -1.126 1.175 0.861
H 0.370 1.956 0.957
H -0.351 -1.153 -2.258

# 4
69
Properties=species:S:1:pos:R:3 method="wB97M-V/def2-TZVPD" spin_multiplicity=2 e_above_lowest_kj_mol=334.2 charge=+1 e_homo_ha="-0.403 / -0.402" max_force_ev_per_a=3.43 gap_ev="7.6 / 7.6" s2=0.84
Ru 3.301 1.846 0.063
O 2.173 5.369 -2.252
C 2.311 4.405 -1.529
O 3.264 3.586 -1.454
C 1.179 4.116 -0.505
C -0.066 4.727 -0.534
C -0.982 4.395 0.454
C -0.631 3.464 1.423
C 0.636 2.897 1.365
N 1.498 3.239 0.425
C 1.141 1.778 2.313
O 0.348 1.298 3.100
O 2.350 1.460 2.124
H -0.283 5.437 -1.315
H -1.963 4.850 0.461
H -1.305 3.158 2.208
F -3.454 1.168 0.053
C -2.574 0.132 0.143
C -1.248 0.409 -0.069
C -0.296 -0.607 -0.047
C 1.097 -0.313 -0.387
O 1.407 0.788 -0.884
C 1.998 -1.404 -0.128
C 1.517 -2.638 0.173
N 0.202 -2.934 0.258
C -0.206 -4.309 0.304
C 0.427 -5.252 -0.674
C -1.002 -4.844 -0.855
C -0.724 -1.920 0.232
C -2.079 -2.171 0.462
C -3.040 -1.167 0.396
N -4.388 -1.507 0.596
C -4.953 -2.596 -0.158
C -5.599 -2.077 -1.450
N -6.664 -1.102 -1.095
C -6.113 0.027 -0.292
C -5.394 -0.536 0.941
C 3.525 -1.260 -0.209
O 4.188 -2.242 0.073
O 3.965 -0.138 -0.591
H -0.931 1.418 -0.276
H 2.218 -3.449 0.318
H -0.428 -4.669 1.304
H 0.644 -6.257 -0.352
H 1.148 -4.847 -1.366
H -1.783 -5.563 -0.655
H -1.233 -4.158 -1.657
H -2.386 -3.166 0.738
H -5.707 -3.102 0.456
H -4.182 -3.319 -0.415
H -6.026 -2.895 -2.029
H -4.849 -1.562 -2.053
H -7.378 -1.588 -0.536
H -7.113 -0.741 -1.944
H -6.925 0.687 0.012
H -5.416 0.585 -0.916
H -6.126 -1.031 1.592
H -4.955 0.281 1.510
C 8.260 2.131 0.281
C 7.554 1.997 1.467
C 6.170 2.049 1.427
N 5.508 2.232 0.290
C 6.174 2.347 -0.854
C 7.558 2.303 -0.902
H 9.339 2.099 0.279
H 8.068 1.861 2.406
H 5.577 1.939 2.329
H 5.578 2.487 -1.750
H 8.074 2.405 -1.844

# 5
159
Properties=species:S:1:pos:R:3 method="wB97M-V/def2-TZVPD" e_homo_ha=-0.304 max_force_ev_per_a=1.17 gap_ev=7.5
N 1.090 -2.236 2.183
C 1.378 -2.773 0.859
C 1.704 -1.715 -0.200
C 0.525 -0.802 -0.396
C -0.363 -1.069 -1.442
C -1.504 -0.293 -1.650
C -1.725 0.745 -0.765
C -0.861 1.022 0.266
C 0.285 0.275 0.470
C -1.402 2.197 1.042
O -0.895 2.824 1.920
N -2.652 2.422 0.475
C -3.735 3.174 1.060
C -4.973 2.353 1.360
O -6.006 2.939 1.580
C -4.942 0.862 1.445
C -4.496 0.235 2.601
C -4.500 -1.146 2.702
C -4.952 -1.908 1.630
C -5.403 -1.293 0.466
C -5.397 0.095 0.377
C -2.841 1.716 -0.711
O -3.714 1.920 -1.502
H 1.784 -1.545 2.439
H 0.171 -1.817 2.182
H 0.493 -3.310 0.523
H 2.202 -3.479 0.949
H 1.975 -2.173 -1.147
H 2.574 -1.132 0.114
H -0.187 -1.901 -2.106
H -2.195 -0.489 -2.455
H 0.959 0.521 1.275
H -3.398 3.600 2.004
H -4.035 4.000 0.421
H -4.171 0.860 3.420
H -4.146 -1.602 3.612
H -4.972 -2.982 1.726
H -5.763 -1.909 -0.341
H -5.738 0.579 -0.527
N 4.446 -0.447 3.598
C 5.091 -1.131 4.592
C 4.563 -0.727 5.788
C 3.556 0.236 5.506
C 3.506 0.387 4.147
H 4.634 -0.539 2.617
H 5.866 -1.842 4.365
H 4.863 -1.083 6.759
H 2.941 0.758 6.219
H 2.888 1.014 3.526
N -0.855 -3.493 4.664
C -2.037 -3.045 5.179
C -2.824 -4.135 5.446
C -2.086 -5.288 5.067
C -0.875 -4.858 4.594
H -0.084 -2.910 4.386
H -2.216 -1.992 5.324
H -3.814 -4.110 5.869
H -2.405 -6.314 5.142
H -0.028 -5.406 4.217
N -5.099 5.265 3.556
C -5.734 5.172 4.762
C -5.147 6.070 5.614
C -4.118 6.733 4.891
C -4.116 6.214 3.624
H -5.322 4.716 2.743
H -6.545 4.479 4.909
H -5.430 6.234 6.641
H -3.458 7.503 5.255
H -3.501 6.441 2.769
N 4.350 -4.364 -1.473
C 5.202 -4.277 -2.540
C 5.139 -5.462 -3.222
C 4.210 -6.295 -2.542
C 3.739 -5.589 -1.469
H 4.196 -3.641 -0.796
H 5.777 -3.384 -2.720
H 5.695 -5.707 -4.110
H 3.921 -7.297 -2.812
H 3.026 -5.852 -0.706
N -5.543 6.113 9.773
C -6.778 6.702 9.759
C -7.447 6.299 10.884
C -6.580 5.436 11.607
C -5.414 5.342 10.896
H -4.841 6.228 9.066
H -7.073 7.353 8.954
H -8.446 6.592 11.160
H -6.790 4.942 12.541
H -4.505 4.800 11.091
N -8.248 -2.079 -3.411
C -8.497 -2.418 -4.715
C -9.453 -3.398 -4.720
C -9.796 -3.660 -3.366
C -9.038 -2.831 -2.584
H -7.588 -1.387 -3.107
H -7.979 -1.933 -5.523
H -9.861 -3.873 -5.595
H -10.518 -4.375 -3.009
H -8.995 -2.711 -1.515
N -3.591 2.166 11.397
C -2.497 1.346 11.317
C -2.268 0.829 12.563
C -3.265 1.354 13.429
C -4.066 2.174 12.681
H -3.984 2.681 10.632
H -1.979 1.203 10.384
H -1.476 0.148 12.825
H -3.381 1.152 14.480
H -4.930 2.759 12.948
N 7.693 -5.796 -6.495
C 8.547 -5.708 -7.562
C 8.483 -6.890 -8.249
C 7.552 -7.724 -7.572
C 7.080 -7.020 -6.496
H 7.540 -5.075 -5.816
H 9.124 -4.817 -7.738
H 9.042 -7.130 -9.138
H 7.262 -8.724 -7.844
H 6.366 -7.285 -5.735
N 8.917 -2.995 -10.669
C 9.777 -2.908 -11.730
C 9.719 -4.093 -12.414
C 8.784 -4.926 -11.739
C 8.306 -4.220 -10.669
H 8.758 -2.270 -9.995
H 10.351 -2.015 -11.905
H 10.280 -4.338 -13.300
H 8.496 -5.927 -12.011
H 7.589 -4.482 -9.912
N 12.979 -1.680 -13.818
C 13.893 -1.547 -14.827
C 14.427 -0.289 -14.747
C 13.813 0.362 -13.643
C 12.927 -0.522 -13.090
H 12.431 -2.501 -13.638
H 14.083 -2.355 -15.512
H 15.175 0.119 -15.406
H 14.002 1.364 -13.296
H 12.267 -0.427 -12.245
N -4.692 -0.626 -6.173
C -5.215 -0.779 -4.918
C -4.517 0.036 -4.068
C -3.536 0.712 -4.841
C -3.670 0.282 -6.135
H -5.008 -1.107 -6.994
H -6.034 -1.452 -4.737
H -4.688 0.142 -3.009
H -2.818 1.432 -4.486
H -3.129 0.545 -7.027
N -1.769 10.247 5.383
C -2.589 11.310 5.122
C -2.558 11.543 3.774
C -1.685 10.579 3.198
C -1.216 9.794 4.216
H -1.598 9.859 6.292
H -3.122 11.808 5.914
H -3.100 12.316 3.256
H -1.433 10.475 2.156
H -0.541 8.955 4.212

# 6
75
Properties=species:S:1:pos:R:3 method="wB97M-V/def2-TZVPD" e_homo_ha=-0.359 max_force_ev_per_a=1.30 gap_ev=8.3
O -2.811 6.798 -6.220
C -1.674 6.562 -6.151
N -0.477 6.322 -6.045
C -0.110 5.622 -4.823
C -0.530 6.198 -3.627
C -0.191 5.607 -2.416
C 0.563 4.447 -2.440
C 0.980 3.874 -3.642
C 0.649 4.465 -4.853
C 1.775 2.618 -3.584
O 1.818 1.816 -4.489
C 2.501 2.340 -2.317
C 2.107 2.899 -1.174
C 0.935 3.807 -1.141
O 0.321 4.027 -0.125
H -1.104 7.115 -3.626
H -0.515 6.089 -1.505
H 1.002 4.017 -5.772
H 3.354 1.675 -2.352
H 2.643 2.683 -0.259
Cl -2.524 0.925 -6.117
C -3.138 2.507 -5.661
Cl -1.887 3.743 -5.875
Cl -4.579 2.910 -6.601
H -3.414 2.486 -4.615
Cl -2.261 -1.432 -3.503
C -0.543 -1.312 -3.118
Cl 0.207 0.081 -3.902
Cl -0.305 -1.200 -1.370
H -0.055 -2.214 -3.469
Cl -0.373 -4.788 -1.630
C -0.754 -4.694 0.091
Cl -2.356 -5.364 0.410
Cl 0.472 -5.513 1.057
H -0.763 -3.649 0.375
Cl -1.188 3.184 3.291
C -2.125 3.681 1.877
Cl -2.478 2.284 0.852
Cl -3.612 4.499 2.361
H -1.527 4.378 1.306
Cl 0.401 -0.517 2.553
C -0.012 -0.487 4.262
Cl -1.651 -1.099 4.497
Cl 1.130 -1.419 5.239
H 0.024 0.545 4.587
Cl -6.549 0.470 4.289
C -4.923 0.892 4.830
Cl -3.856 1.168 3.459
Cl -4.965 2.311 5.881
H -4.533 0.061 5.404
Cl -2.180 -5.248 -5.056
C -0.633 -4.746 -5.734
Cl -0.732 -3.102 -6.366
Cl 0.645 -4.871 -4.522
H -0.387 -5.411 -6.550
Cl 0.446 0.988 9.614
C 1.277 1.346 8.106
Cl 0.184 2.115 6.953
Cl 2.689 2.368 8.400
H 1.619 0.412 7.677
Cl 2.904 -7.282 2.253
C 3.161 -6.920 3.961
Cl 4.862 -6.582 4.281
Cl 2.148 -5.569 4.471
H 2.876 -7.791 4.536
Cl 1.215 -8.757 -5.071
C 1.967 -8.273 -6.589
Cl 0.762 -7.601 -7.696
Cl 3.271 -7.122 -6.307
H 2.388 -9.154 -7.055
Cl 5.383 -0.247 11.568
C 3.675 0.061 11.258
Cl 3.041 -1.070 10.062
Cl 2.740 -0.024 12.751
H 3.578 1.061 10.855

# 7
114
Properties=species:S:1:pos:R:3 method="wB97M-V/def2-TZVPD" e_homo_ha=-0.337 max_force_ev_per_a=2.14 gap_ev=8.6
C 9.085 -1.472 0.387
C 7.742 -0.761 0.167
C 7.502 0.123 -0.895
C 6.239 0.712 -1.076
C 5.912 1.644 -2.246
C 4.854 0.941 -3.178
C 3.935 1.950 -3.934
C 2.442 1.616 -3.894
F 1.983 1.218 -2.681
F 1.744 2.759 -4.205
C 1.987 0.539 -4.945
F 0.865 -0.052 -4.469
F 2.901 -0.404 -5.176
F 1.611 1.132 -6.088
C 5.247 0.404 -0.132
C 5.486 -0.484 0.938
C 6.738 -1.060 1.105
C 4.311 -0.773 1.877
O 4.428 -0.953 3.062
C 2.945 -0.772 1.190
C 1.847 -1.774 1.615
C 2.023 -3.033 0.706
C 0.798 -3.997 0.682
C -0.594 -3.301 0.782
C -1.628 -4.032 -0.146
C -2.791 -3.065 -0.505
C -3.973 -3.221 0.514
C -5.373 -2.959 -0.108
Si -5.630 -1.232 -0.850
C -5.757 -1.468 -2.741
C -4.257 0.015 -0.458
C -7.276 -0.441 -0.285
C -8.531 -1.033 -0.562
C -9.681 -0.372 -0.168
C -9.671 0.852 0.499
C -8.441 1.443 0.794
C -7.249 0.785 0.406
C 2.724 0.081 0.197
C 3.846 1.023 -0.218
O 3.644 2.165 -0.547
H 8.882 -2.550 0.226
H 9.390 -1.375 1.439
H 9.857 -1.181 -0.333
H 8.288 0.370 -1.616
H 6.799 1.875 -2.858
H 5.494 2.581 -1.853
H 4.258 0.185 -2.647
H 5.448 0.395 -3.931
H 4.069 3.001 -3.637
H 4.225 1.904 -5.002
H 6.944 -1.731 1.945
H 0.899 -1.242 1.473
H 2.073 -2.025 2.664
H 2.341 -2.690 -0.291
H 2.872 -3.604 1.131
H 0.941 -4.805 1.423
H 0.822 -4.511 -0.299
H -0.923 -3.296 1.833
H -0.496 -2.288 0.356
H -1.137 -4.310 -1.096
H -1.954 -4.946 0.377
H -3.138 -3.173 -1.556
H -2.440 -2.023 -0.388
H -3.960 -4.291 0.809
H -3.779 -2.638 1.422
H -6.122 -3.098 0.691
H -5.548 -3.725 -0.884
H -6.674 -2.059 -2.918
H -4.867 -2.004 -3.118
H -5.883 -0.487 -3.230
H -3.399 -0.183 -1.124
H -3.955 -0.076 0.598
H -4.605 1.029 -0.719
H -8.560 -1.989 -1.090
H -10.656 -0.807 -0.412
H -10.582 1.391 0.769
H -8.421 2.415 1.281
H -6.317 1.296 0.669
H 1.784 0.133 -0.363
Cl -7.956 1.775 3.237
C -7.671 1.576 4.989
Cl -9.091 0.818 5.724
Cl -6.246 0.584 5.333
Cl -7.425 3.180 5.707
Cl 2.206 4.854 0.999
C 3.754 5.312 1.717
Cl 3.490 6.003 3.332
Cl 4.782 3.882 1.849
Cl 4.546 6.515 0.688
Cl -1.068 -5.857 -3.505
C -2.654 -5.728 -4.278
Cl -3.878 -5.328 -3.062
Cl -2.610 -4.456 -5.506
Cl -3.063 -7.271 -5.039
Cl -1.832 4.705 4.539
C -1.388 5.861 3.276
Cl -2.393 7.311 3.421
Cl 0.315 6.303 3.446
Cl -1.641 5.122 1.686
Cl -5.898 -4.000 4.487
C -4.585 -3.552 5.582
Cl -5.228 -3.353 7.217
Cl -3.353 -4.823 5.581
Cl -3.858 -2.027 5.050
Cl -0.421 9.269 -2.392
C 0.482 8.103 -1.412
Cl 1.939 8.874 -0.771
Cl -0.529 7.549 -0.072
Cl 0.939 6.718 -2.414
Cl 9.729 1.482 0.378
C 11.275 1.976 1.087
Cl 10.993 2.670 2.689
Cl 12.332 0.563 1.233
Cl 12.046 3.184 0.048